A molecular structure, C29H44ClN7O2Pr. Source: the Open Molecules 2025 dataset; level of theory: ωB97M-V with the def2-TZVPD basis set.

Structure (XYZ):
```
84
Properties=species:S:1:pos:R:3:forces:R:3:mulliken_charge:R:1
Pr 0.105768 0.044398 0.464653 -0.4 -0.3 0.2 1.042
C -1.885366 0.480941 3.533821 -0.1 -0.3 -0.1 -0.901
C -1.265794 1.771305 3.057056 -0.1 -0.1 -0.3 -0.816
N -1.299685 1.938551 1.582216 0.0 -0.2 0.0 -0.069
C -2.645102 2.131900 0.996193 0.2 -0.3 0.1 -0.812
C -3.421354 0.837142 0.799479 0.1 -0.2 0.2 -0.936
N -2.576473 -0.290871 0.321156 0.2 -0.2 0.1 -0.088
C -2.923337 -1.594735 0.937503 0.2 0.3 0.0 -0.656
C -2.566864 -1.636864 2.423979 0.1 0.1 0.0 -0.868
N -1.452538 -0.725048 2.767353 -0.2 0.3 -0.3 -0.215
H -1.633043 0.375493 4.584467 0.0 -0.1 0.2 0.535
H -2.968694 0.556155 3.496830 0.0 -0.1 0.0 0.343
H -1.780586 2.594215 3.546509 -0.1 0.2 0.1 0.455
H -0.228099 1.813025 3.362853 0.3 0.1 0.0 0.363
H -0.802853 2.798735 1.406706 0.2 0.4 -0.1 0.354
H -3.238189 2.804701 1.608788 -0.2 0.2 0.1 0.443
H -2.501895 2.613403 0.038113 0.1 0.1 -0.2 0.436
H -3.901684 0.535235 1.726909 0.0 0.0 0.0 0.389
H -4.227323 1.031918 0.098005 -0.2 0.0 -0.1 0.576
H -2.741150 -0.406179 -0.666776 -0.1 0.0 -0.2 0.281
H -3.977797 -1.828939 0.812883 -0.2 -0.1 -0.1 0.516
H -2.363265 -2.362213 0.398669 0.1 0.0 -0.1 0.218
H -3.441518 -1.412390 3.028812 -0.1 0.1 0.1 0.427
H -2.287495 -2.657434 2.670504 0.0 -0.1 0.1 0.434
H -0.815137 -1.234352 3.351765 0.3 -0.2 0.2 0.387
O 4.491761 2.743712 -4.960445 0.2 -0.1 0.1 -0.500
C 5.046815 1.816845 -4.054496 -0.4 0.2 -0.1 -0.527
C 3.949507 1.371616 -3.133334 0.1 -0.1 0.1 -0.113
C 4.196487 0.464346 -2.110045 0.2 -0.1 0.1 -1.566
C 3.157420 0.092208 -1.286144 -0.1 0.0 -0.1 -0.541
N 1.902535 0.561734 -1.399071 -0.1 0.2 -0.3 0.671
C 1.650973 1.440161 -2.402713 0.8 -0.3 0.2 0.305
C 2.657247 1.843729 -3.283245 -0.5 0.0 0.1 -0.608
C 0.267893 1.917783 -2.576056 -1.0 0.4 -0.2 0.450
C -0.014226 3.048586 -3.364198 0.7 -0.7 0.5 -0.695
C -1.318304 3.386537 -3.665841 -0.5 -0.1 0.0 0.728
C -1.596813 4.571955 -4.551910 0.3 -0.3 -0.2 -0.778
O -0.766025 4.405950 -5.692662 -0.2 0.2 0.1 -0.529
C -2.321804 2.566565 -3.166066 0.0 0.0 0.1 -1.223
C -1.976112 1.510731 -2.332712 -0.3 0.3 -0.1 -0.516
N -0.730252 1.182580 -1.997899 0.9 0.2 -0.2 -0.027
H 5.163215 3.034098 -5.583900 0.1 0.0 -0.1 0.329
H 5.845210 2.250203 -3.451561 0.1 0.1 0.1 0.375
H 5.460467 0.939935 -4.555688 0.0 -0.1 -0.1 0.364
H 5.191491 0.053582 -1.939604 -0.2 0.1 -0.1 0.535
H 3.344609 -0.608072 -0.480666 0.0 0.0 0.1 0.856
H 2.451802 2.507669 -4.111702 0.0 0.0 0.1 0.658
H 0.785929 3.662643 -3.763988 -0.1 -0.2 0.1 0.479
H -1.349106 5.479448 -4.006779 0.1 0.3 0.1 0.321
H -2.653817 4.610622 -4.802400 -0.2 0.0 -0.1 0.404
H -0.895376 5.149664 -6.297189 0.0 -0.1 0.1 0.331
H -3.366117 2.746987 -3.403351 0.1 0.0 0.0 0.444
H -2.774586 0.902207 -1.924486 0.0 0.1 -0.1 0.478
Cl 1.936912 2.020316 1.537279 0.1 0.2 0.2 -0.226
C 3.330141 0.931946 1.739716 0.1 0.1 -0.1 1.703
C 4.586549 1.484658 1.578400 0.0 0.2 -0.1 -0.872
C 5.687474 0.647711 1.656166 0.2 -0.1 0.0 -0.621
C 5.491252 -0.709362 1.901824 -0.1 -0.1 0.0 -0.973
C 4.206243 -1.218721 2.081006 0.3 0.0 0.0 -0.198
C 3.068303 -0.408164 2.004715 -0.3 -0.1 0.2 -0.511
C 1.676864 -0.922680 2.199405 0.3 0.5 -0.3 -1.538
H 4.704696 2.550254 1.391728 0.0 -0.2 0.0 0.502
H 6.688799 1.057490 1.547598 -0.2 -0.1 0.0 0.461
H 6.350098 -1.369927 1.991219 -0.1 0.1 0.0 0.450
H 4.078591 -2.265026 2.346439 0.0 0.1 0.0 0.589
H 1.270400 -0.361022 3.050972 -0.2 0.0 0.1 0.737
H 1.724844 -1.958291 2.525597 -0.1 -0.2 0.0 0.576
N 1.872717 -5.457510 -1.474913 0.0 0.8 -0.1 -0.094
C 2.875315 -4.592554 -0.728381 -0.2 -0.1 -0.2 -1.006
C 2.147148 -3.463116 -0.017490 -0.3 0.0 -0.2 -0.072
N 1.305010 -2.650147 -0.913944 -0.6 -0.4 0.1 0.415
C 0.367168 -3.507828 -1.678171 0.2 0.1 0.3 -0.712
C 1.050502 -4.629051 -2.444063 0.2 0.0 0.2 -0.932
H 1.255745 -5.902665 -0.806129 -0.3 -0.2 0.3 0.379
H 2.343257 -6.207878 -1.962558 0.3 -0.3 -0.3 0.352
H 3.572159 -4.215569 -1.472191 0.1 0.0 -0.1 0.368
H 3.417948 -5.219394 -0.028154 0.0 -0.1 0.0 0.459
H 2.887728 -2.831577 0.462136 0.1 0.1 0.1 -0.344
H 1.512721 -3.871715 0.775003 0.0 0.0 0.0 0.406
H 1.893280 -2.142440 -1.561148 0.1 0.2 -0.2 0.055
H -0.195739 -2.912760 -2.395175 0.0 0.1 0.0 0.459
H -0.351604 -3.941079 -0.973097 0.0 0.1 0.0 0.410
H 1.743712 -4.235443 -3.183741 0.1 0.0 0.0 0.375
H 0.338016 -5.277869 -2.944839 0.0 -0.1 0.0 0.466
```
Forces are in eV/Å.

## Properties
- LUMO level (spin up / spin down): -7.6 / -7.6 eV
- Net charge: +3
- 2S+1: 3
- Expectation value of S²: 2.005
- HOMO-LUMO gap (spin up / spin down): 0.2713 / 0.2719 Eh



2 unconnected molecules or ions with the total composition C29H44F5NO10PS. Source: the Open Molecules 2025 dataset; level of theory: ωB97M-V with the def2-TZVPD basis set.

Structure (XYZ):
```
91
Properties=species:S:1:pos:R:3:forces:R:3:mulliken_charge:R:1
C 7.496174 0.994038 2.242761 0.2 0.2 0.1 -0.893
O 7.009901 0.342778 1.096353 -0.1 -0.3 0.0 -0.228
C 5.639080 0.002618 1.191329 0.7 0.2 0.0 -0.476
C 5.223490 -0.677523 -0.090957 -0.6 0.3 -0.1 -0.986
C 3.969978 -1.541088 0.088881 0.4 0.4 -0.1 -0.262
C 4.234986 -2.796732 0.911257 0.1 0.0 -0.4 -0.711
C 3.258936 -3.930352 0.642045 -0.4 0.5 0.5 -1.206
C 1.826924 -3.587042 1.068190 -0.3 -0.2 0.0 0.251
C 0.996800 -4.807178 1.518541 0.0 0.0 -0.2 -1.095
C -0.408717 -4.915636 0.912136 -0.3 0.2 0.3 -0.368
C -1.518034 -4.521508 1.894102 -0.1 0.4 -0.4 -1.496
C -1.580909 -2.998134 2.070182 0.2 -0.1 -0.3 -0.516
C -2.418609 -2.336963 0.941519 0.1 -0.6 0.7 -1.202
C -1.818609 -1.028017 0.429556 -0.3 -0.1 -0.4 -1.157
C -2.554015 -0.239857 -0.719312 0.0 0.5 0.9 2.133
C -4.007675 0.032221 -0.222874 -0.3 0.2 -0.3 -1.493
C -4.615010 1.427169 -0.370566 -0.3 0.1 -0.3 -0.649
C -5.446406 1.669107 -1.632001 0.1 0.1 0.3 -0.292
C -6.192380 2.992921 -1.576520 0.1 -0.4 -0.6 -0.904
O -5.471600 3.987981 -2.326050 -0.3 -0.4 0.2 -0.376
C -5.312372 5.168299 -1.713651 0.0 -1.4 0.8 0.296
O -5.187556 6.168686 -2.299946 0.4 2.1 -1.1 -0.460
C -2.632337 -0.977232 -2.074778 0.0 -0.5 0.0 0.706
F -3.628405 -0.416608 -2.814342 -0.1 0.0 0.0 -0.293
F -1.489455 -0.821788 -2.786467 0.1 -0.1 -0.1 -0.357
C -2.922898 -2.505905 -2.171012 0.1 0.5 -0.7 0.341
F -3.181929 -2.789678 -3.449554 0.0 0.0 -0.1 -0.314
F -3.983742 -2.868859 -1.465465 -0.3 -0.1 0.3 -0.248
F -1.862909 -3.216909 -1.818006 0.3 -0.2 0.1 -0.210
C -1.636469 1.026377 -0.993394 -0.9 -0.4 0.1 -1.563
P -2.006530 2.181276 -2.389663 1.0 0.6 -0.7 0.689
O -0.729697 2.654422 -2.972114 0.1 0.0 0.1 -0.844
C -1.204103 1.793755 0.282546 0.4 0.7 0.3 0.320
C -1.084741 3.302915 0.183281 -0.3 -0.1 0.3 -1.040
C -2.126450 4.146898 0.578832 0.8 0.6 -0.3 -0.123
C -1.919548 5.522929 0.462781 0.3 -0.7 -0.2 -0.742
C -0.688675 5.964869 -0.027729 -0.3 0.0 0.1 -0.350
N 0.320180 5.168410 -0.371550 -0.2 -0.3 0.1 -0.620
C 0.119720 3.855387 -0.265210 -0.6 0.3 0.2 -0.005
O -2.051649 1.485421 1.417621 0.1 -0.4 -0.5 -0.445
S -1.748215 0.011971 1.941082 -0.2 -0.2 0.6 1.543
O -0.435244 -0.063830 2.488807 0.3 0.2 -0.3 -0.729
O -2.853470 -0.301268 2.791266 -0.1 0.1 -0.2 -0.763
H 8.457453 0.570638 2.525089 0.1 -0.1 -0.1 0.253
H 7.646957 2.056250 2.051636 -0.1 0.1 -0.1 0.277
H 6.815631 0.880165 3.088973 -0.1 0.0 0.1 0.401
H 5.509002 -0.641844 2.067120 -0.2 -0.1 0.1 0.340
H 5.060670 0.919646 1.339419 -0.3 0.0 0.1 0.334
H 4.986876 0.102046 -0.813249 0.2 0.1 -0.2 0.328
H 6.048191 -1.250262 -0.505605 0.2 -0.1 0.1 0.396
H 3.211147 -0.904052 0.550198 -0.2 -0.1 0.1 0.079
H 3.604171 -1.782800 -0.909539 -0.1 -0.3 -0.1 0.422
H 4.243237 -2.541411 1.969145 0.0 -0.1 0.2 0.382
H 5.236301 -3.144943 0.655377 0.2 0.0 0.1 0.403
H 3.568429 -4.813300 1.197348 0.2 -0.2 -0.1 0.455
H 3.259757 -4.140915 -0.425682 0.1 -0.3 -0.1 0.314
H 1.303405 -3.103975 0.241117 0.0 0.1 -0.1 -0.080
H 1.838644 -2.856442 1.876184 0.1 0.1 0.1 0.420
H 1.551318 -5.717711 1.299744 0.1 -0.1 -0.1 0.529
H 0.885600 -4.778815 2.601320 0.1 -0.1 0.2 0.283
H -0.489439 -4.235003 0.065363 0.1 0.0 -0.3 0.199
H -0.619402 -5.909373 0.523108 0.1 -0.2 0.0 0.454
H -2.473295 -4.852726 1.483964 -0.2 -0.2 0.2 0.494
H -1.365752 -5.003251 2.855739 0.0 -0.2 0.1 0.496
H -0.563214 -2.617483 2.008183 0.2 0.1 0.2 0.120
H -1.972462 -2.729648 3.044288 -0.1 0.1 0.1 0.589
H -3.421479 -2.195490 1.327504 -0.2 0.2 -0.1 0.302
H -2.478825 -3.094898 0.180251 0.1 0.2 -0.3 0.847
H -0.797355 -1.233586 0.110502 0.3 0.2 0.2 0.932
H -4.697678 -0.646276 -0.718722 0.1 -0.2 -0.1 0.937
H -4.098441 -0.237360 0.819887 0.3 0.0 0.2 0.603
H -3.887793 2.228060 -0.280107 0.2 0.0 0.1 -0.963
H -5.301397 1.560843 0.464819 0.0 0.0 0.2 0.736
H -6.156589 0.853390 -1.753950 -0.1 -0.1 0.0 0.465
H -4.833225 1.697044 -2.527001 0.0 -0.1 -0.2 0.228
H -7.155239 2.884527 -2.067695 -0.2 0.1 0.0 0.341
H -6.357515 3.328062 -0.553601 0.0 0.1 0.1 0.456
H -5.258519 5.089088 -0.621193 -0.2 -0.1 0.3 0.281
H -0.699932 0.601582 -1.343068 0.1 0.0 -0.4 1.358
H -2.788956 3.243629 -1.912736 -0.3 -0.3 0.2 -0.010
H -2.792102 1.560084 -3.367930 -0.2 -0.1 0.4 0.045
H -0.202936 1.461991 0.551376 0.1 -0.2 0.0 0.755
H -3.050149 3.757939 0.976890 -0.1 -0.1 0.1 0.606
H -2.684424 6.231164 0.736824 -0.1 0.1 0.0 0.423
H -0.523306 7.028644 -0.132196 0.1 0.1 0.0 0.378
H 0.930767 3.200978 -0.550457 0.2 0.0 -0.1 0.508
C 9.205039 1.569056 -2.065025 -0.1 0.2 -0.1 0.669
O 8.150204 2.247791 -2.002150 0.1 -0.1 0.0 -0.752
O 9.221669 0.476442 -1.142918 -0.3 0.4 -0.2 -0.508
O 10.204633 1.690812 -2.775961 0.1 -0.1 0.1 -0.733
H 8.352513 0.633353 -0.744489 0.1 -0.4 0.3 0.347
```
Forces are in eV/Å.

## Properties
- LUMO level: 1.4 eV
- Net charge: -1
- 2S+1: 1
- HOMO-LUMO gap: 0.1902 Eh



| no. | largest force on an atom (eV Å⁻¹) |
| --- | --- |
| 1 | 1.1 |
| 2 | 2.4 |